[1]
The following is a quantum chemistry calculation of a structure of composition C14H32OsSi4, from OMol25.

```
! RIJCOSX wB97M-V def2-TZVPD def2/J DEFGRID3
* xyz 2 1
Os -1.238 -0.094 0.853
C -3.308 -0.209 1.917
C -2.380 0.464 2.751
C -1.937 1.629 2.055
C -2.584 1.654 0.776
C -3.438 0.506 0.695
H -3.808 -1.138 2.152
H -2.112 0.185 3.756
H -1.290 2.396 2.450
H -2.508 2.441 0.045
H -4.103 0.263 -0.117
C 0.192 -1.176 -2.438
Si -1.419 -0.578 -1.672
C -1.959 0.974 -2.547
C -2.659 -1.959 -1.895
Si 0.646 0.560 0.025
Si 0.463 -1.320 2.125
C -0.770 -2.409 1.207
C 0.467 -1.311 3.971
C 2.191 -1.562 1.430
Si 2.624 1.629 -0.986
C 1.795 2.840 -2.124
C 3.456 2.400 0.480
C 3.599 0.296 -1.825
H 0.007 -1.457 -3.478
H 0.577 -2.067 -1.931
H 0.994 -0.431 -2.468
H -2.133 0.738 -3.601
H -1.190 1.751 -2.513
H -2.885 1.399 -2.158
H -2.803 -2.119 -2.967
H -3.635 -1.740 -1.463
H -2.311 -2.909 -1.481
H -1.501 -1.931 0.436
H -1.430 -2.956 1.876
H -0.256 -3.069 0.509
H -0.506 -1.235 4.450
H 1.089 -0.479 4.312
H 0.944 -2.231 4.321
H 2.240 -1.646 0.340
H 2.591 -2.502 1.822
H 2.879 -0.775 1.754
H 1.108 3.509 -1.604
H 1.270 2.358 -2.949
H 2.578 3.467 -2.563
H 2.814 3.107 1.007
H 4.324 2.959 0.117
H 3.826 1.658 1.189
H 3.019 -0.279 -2.548
H 4.065 -0.387 -1.115
H 4.405 0.789 -2.378
*
```

For each atom in turn, the Mulliken charge in e is: -0.279, -0.654, -0.562, -0.608, -0.270, -0.539, 0.500, 0.798, 0.615, 0.599, 0.639, -1.015, 0.278, -0.995, -1.142, 0.367, 0.197, -0.684, -1.184, -1.202, 0.497, -1.067, -1.066, -0.981, 0.553, 0.350, -0.067, 0.435, 0.275, 0.352, 0.424, 0.313, 0.358, -0.023, 0.573, 0.406, 0.351, 0.386, 0.405, 0.369, 0.492, 0.328, 0.388, 0.340, 0.437, 0.358, 0.395, 0.349, 0.409, 0.359, 0.444



[2]
The following is a quantum chemistry calculation of an isolated molecule of C5H10O, from OMol25.

```
! RIJCOSX wB97M-V def2-TZVPD def2/J DEFGRID3
* xyz 0 1
C 0.676 -1.590 1.087
C 1.087 -0.564 -0.038
C 0.714 0.889 0.135
C -0.258 0.626 -1.041
C -1.755 0.828 -0.591
H 1.257 -1.252 2.005
H -0.392 -1.558 1.314
H 0.975 -2.588 0.833
H 2.191 -0.808 -0.314
H 1.534 1.633 -0.112
H 0.291 0.959 1.161
H -0.069 1.340 -1.876
H -1.985 1.908 -0.531
H -1.950 0.435 0.418
H -2.533 0.473 -1.306
O 0.217 -0.732 -1.143
*
```

Energy above the lowest of the compared OMol25 structures with the same formula, charge and spin: 36.0 kcal per mole
SMILES string: C[C@@H]1C[C@H](C)O1

For each atom in turn, the Mulliken charge in e is: -1.261, 0.304, -0.648, 0.279, -1.156, 0.321, 0.277, 0.350, 0.239, 0.272, 0.260, 0.314, 0.339, 0.243, 0.311, -0.443



[3]
The following is a quantum chemistry calculation of an isolated molecule of C21H25N3O5S, from OMol25.

```
! RIJCOSX wB97M-V def2-TZVPD def2/J DEFGRID3
* xyz 0 1
C -2.080 0.706 4.208
C -0.517 1.034 4.140
H -0.240 1.870 3.437
H -0.075 1.096 5.211
O 0.323 -0.128 3.770
C 1.008 -0.084 2.760
O 1.215 0.957 2.365
N 1.694 -1.239 2.194
C 1.227 -2.568 2.685
H 0.054 -2.413 2.924
C 1.395 -3.723 1.473
N 1.308 -3.113 0.257
C 0.227 -3.254 -0.277
O -0.686 -4.288 -0.119
C 0.033 -2.626 -1.710
C 0.086 -3.363 -2.821
C -0.098 -2.568 -3.970
C -0.645 -1.406 -4.042
C -0.845 -0.674 -3.085
C -0.752 -1.430 -1.725
N -0.805 -0.715 -0.518
S -2.249 0.292 -0.376
O -2.414 0.463 0.956
O -3.381 0.056 -1.215
C -1.103 1.930 -1.118
C -1.916 2.750 -2.004
C -1.279 3.939 -2.222
C -0.101 4.256 -1.961
C 0.363 3.469 -0.676
C -0.230 2.412 -0.284
H 0.310 1.783 0.380
H 1.493 3.885 -0.280
C 0.505 5.558 -2.319
H 0.763 5.541 -3.226
H 1.486 5.730 -1.687
H -0.187 6.341 -2.288
H -1.580 4.476 -3.230
H -3.079 2.264 -2.352
H -0.846 -1.288 0.285
H -1.368 0.083 -2.993
H -0.942 -0.810 -4.993
H -0.033 -3.368 -5.000
H 0.587 -4.366 -2.791
C 2.120 -1.938 0.103
H 3.071 -2.486 -0.609
C 2.590 -1.076 1.218
H 2.821 -0.095 1.082
H 3.434 -1.578 1.720
H 1.713 -1.236 -0.820
H 2.428 -4.087 1.690
H 0.775 -4.420 1.666
H 1.670 -2.782 3.581
H -2.312 0.722 3.048
H -2.572 1.612 4.740
H -2.364 -0.105 4.819
*
```

Energy above the lowest of the compared OMol25 structures with the same formula, charge and spin: 452.9 kcal per mole
SMILES string: CCOC(=O)N1CCN(C(=O)c2ccccc2NS(=O)(=O)c2ccc(C)cc2)CC1

For each atom in turn, the Mulliken charge in e is: -0.707, -0.365, 0.356, 0.232, -0.406, 0.767, -0.663, 0.156, -0.817, 0.280, -1.430, 0.472, -0.096, -0.752, 0.922, -0.601, -0.605, -0.321, -1.298, 0.527, 0.197, 1.050, -0.599, -0.649, 0.685, -0.546, -0.438, 0.790, -0.210, -0.721, 0.404, 0.037, -1.623, 0.534, 0.267, 0.424, 0.204, 0.191, 0.192, 0.874, 0.226, 0.100, 0.374, -0.343, 0.286, -0.978, 0.532, 0.292, 0.261, 0.374, 0.713, 0.642, 0.132, 0.320, 0.353



[4]
The following is a quantum chemistry calculation of an isolated molecule of C4H8N2O, from OMol25.

```
! RIJCOSX wB97M-V def2-TZVPD def2/J DEFGRID3
* xyz 0 1
C 1.081 1.568 -0.439
C 0.392 0.378 0.184
O 0.032 0.706 1.507
C -0.882 -0.090 -0.540
N -1.300 -1.201 0.277
C 1.219 -0.947 0.325
N 0.319 -1.832 0.404
H 1.950 1.852 0.160
H 0.392 2.421 -0.469
H 1.407 1.336 -1.457
H -0.653 0.048 1.733
H -0.661 -0.380 -1.578
H -1.565 0.761 -0.524
H 0.151 -2.775 0.690
H -1.882 -1.845 -0.270
*
```

Energy above the lowest of the compared OMol25 structures with the same formula, charge and spin: 103.1 kcal per mole

For each atom in turn, the Mulliken charge in e is: -1.555, 1.208, -0.574, -0.670, -0.646, -0.525, -0.018, 0.387, 0.356, 0.349, 0.452, 0.340, 0.377, 0.211, 0.308



Number 1: E_HOMO -0.568 Eh. Number 2: E_HOMO -0.348 Eh. Number 3: E_HOMO -0.305 Eh. Number 4: E_HOMO -0.318 Eh.